26
Properties=species:S:1:pos:R:3:nbo_charge:R:1 method="wB97M-V/def2-TZVPD" e_above_lowest_kcal_mol=75.79 total_charge=0 homo_lumo_gap_ev=8.640 fmax_ev_per_a=4.77
H 2.370 -0.975 1.014 0.204
H -1.392 0.543 -2.142 0.230
H -1.007 2.280 -1.399 0.240
C 1.262 1.861 -0.033 -0.076
C -1.290 1.223 -1.314 -0.781
H 1.777 0.445 1.831 0.225
H -1.193 -0.429 2.197 0.248
H 2.117 3.539 1.114 0.229
C 1.863 2.795 0.467 -0.193
H -0.670 1.368 1.836 0.263
H 2.663 0.082 -1.166 0.226
C 1.578 -0.587 1.659 -0.606
H 1.444 -1.100 -1.716 0.224
H 0.033 -1.356 0.163 0.211
C -2.469 -1.028 -0.690 -0.959
C 0.339 -0.444 0.670 -0.241
C 1.579 -0.069 -1.484 -0.665
H -1.524 -1.578 -0.396 0.211
H 1.587 0.554 -2.302 0.230
H -3.186 -1.405 -0.078 0.230
H 1.382 -1.239 2.487 0.221
C -0.878 0.293 1.408 -0.787
C 0.746 0.560 -0.436 0.074
H -2.711 -0.990 -1.693 0.225
O -3.293 1.328 0.738 -1.084
P -2.143 0.655 0.121 1.903


26
Properties=species:S:1:pos:R:3:nbo_charge:R:1 method="wB97M-V/def2-TZVPD" e_above_lowest_kcal_mol=42.84 total_charge=0 homo_lumo_gap_ev=9.208 smiles="C=CCSP(/C=C/C)/C=C/C" fmax_ev_per_a=3.55
C 2.075 0.558 -0.114 -0.533
H 4.138 -1.625 1.534 0.223
C -1.918 2.505 0.784 -0.495
C -3.326 0.838 -0.389 -0.350
C -0.807 -1.631 -0.160 -0.168
H 4.022 0.107 1.646 0.219
H -0.263 -3.417 0.231 0.232
H 0.629 -1.463 -1.669 0.222
C 3.887 -0.725 1.036 -0.656
S -0.289 1.477 1.276 -0.126
H -1.647 3.264 -0.021 0.239
H -1.132 -1.192 0.769 0.202
H -2.109 -3.204 0.299 0.218
C -1.176 -3.076 -0.300 -0.661
H -1.352 -3.418 -1.304 0.222
H -2.811 0.946 -1.314 0.185
H 2.731 1.360 0.032 0.202
C 2.592 -0.589 0.315 -0.141
H 1.874 -1.456 0.452 0.200
H -3.501 1.235 1.584 0.202
P 0.365 0.936 -0.694 0.687
C -0.005 -0.909 -0.945 -0.535
C -3.080 1.598 0.624 -0.239
H -4.026 0.016 -0.544 0.205
H -2.059 3.154 1.711 0.228
H 4.645 -0.678 0.204 0.220